{"formula": "C35H44CsN5O2PS2Si2", "method": "ωB97M-V/def2-TZVPD", "total_charge": -1, "e_lumo_ev": 2.01, "homo_ev": -3.43, "gap_ev": 5.4, "species": ["Cs", "S", "S", "P", "Si", "Si", "O", "O", "N", "N", "N", "N", "N", "C", "C", "C", "C", "C", "C", "C", "C", "C", "C", "C", "C", "C", "C", "C", "C", "C", "C", "C", "C", "C", "C", "C", "C", "C", "C", "C", "C", "C", "C", "C", "C", "C", "C", "C", "H", "H", "H", "H", "H", "H", "H", "H", "H", "H", "H", "H", "H", "H", "H", "H", "H", "H", "H", "H", "H", "H", "H", "H", "H", "H", "H", "H", "H", "H", "H", "H", "H", "H", "H", "H", "H", "H", "H", "H", "H", "H", "H", "H"], "xyz": [[0.86, -0.09, 0.51], [-1.55, -1.64, 4.67], [1.21, 3.73, 2.34], [-1.10, 2.37, -1.13], [2.55, -3.23, 1.80], [-0.38, -4.22, 1.28], [1.24, -1.25, -2.86], [3.96, 1.33, -0.35], [-1.98, 0.39, 3.17], [1.55, 1.27, 2.98], [2.32, 0.30, -1.56], [3.55, 2.33, 2.31], [-3.84, -1.05, 3.34], [0.79, -3.13, 2.07], [-0.27, 1.12, -5.52], [-0.31, -4.15, -0.60], [-0.28, 5.00, -0.83], [-2.85, 1.87, -0.85], [-2.17, -3.77, 1.73], [-1.01, 0.59, -3.30], [4.58, -0.28, -2.07], [-0.07, 2.44, -5.13], [-0.73, 0.20, -4.60], [-0.29, -6.07, 1.67], [2.20, 2.31, 2.55], [3.66, -1.07, -2.99], [-3.81, 1.63, -1.84], [3.00, -3.29, -0.04], [-0.25, -0.54, 4.42], [-0.84, 1.91, -2.89], [-3.24, 1.78, 0.48], [-2.54, -0.68, 3.63], [3.47, -1.73, 2.51], [2.26, -0.70, -2.50], [-1.31, 4.19, -1.30], [3.50, -4.69, 2.53], [-2.41, 4.79, -1.91], [-0.18, 2.81, 2.83], [-0.35, 6.39, -0.96], [-4.56, 1.50, 0.82], [3.61, 0.56, -1.24], [-1.46, 6.97, -1.55], [-5.50, 1.27, -0.17], [-0.35, 2.83, -3.82], [-0.67, 0.46, 3.61], [-5.12, 1.33, -1.51], [0.21, 1.55, 3.14], [-2.49, 6.17, -2.03], [3.11, -5.64, 2.15], [4.57, -4.65, 2.30], [4.53, -1.73, 2.22], [-0.29, -3.13, -0.99], [3.74, -0.77, -4.04], [-3.36, 6.62, -2.50], [0.60, -4.64, -0.98], [-0.05, 0.82, -6.53], [3.41, -1.72, 3.60], [5.16, -0.91, -1.39], [2.39, -2.60, -0.64], [-1.17, -4.67, -1.04], [-3.22, 4.17, -2.28], [-1.07, -6.64, 1.16], [5.28, 0.39, -2.58], [-3.97, -2.05, 3.26], [-1.52, 8.05, -1.65], [2.83, -4.29, -0.45], [3.81, 2.86, 1.50], [0.58, 4.54, -0.37], [-0.38, -6.24, 2.75], [-5.84, 1.14, -2.29], [-6.53, 1.05, 0.09], [0.46, 7.00, -0.58], [0.68, -6.47, 1.36], [-2.39, -2.74, 1.43], [0.31, 3.17, -5.83], [3.39, -4.71, 3.62], [-4.17, -0.57, 2.51], [-0.84, -0.84, -4.87], [-0.18, 3.86, -3.53], [4.06, -3.04, -0.20], [-3.52, 1.67, -2.89], [0.73, -0.71, 4.81], [-2.32, -3.86, 2.81], [-1.33, -0.16, -2.58], [-1.16, 3.25, 2.90], [3.79, -2.15, -2.94], [-2.51, 1.91, 1.27], [3.03, -0.79, 2.16], [3.91, 1.39, 2.21], [0.57, -2.98, 3.14], [-4.84, 1.46, 1.87], [-2.88, -4.44, 1.23]], "mulliken_charge": [1.7538, -0.1840, -0.2613, 1.1441, -0.6652, -0.1526, -0.5947, -0.7247, -0.2312, -0.3936, 0.2013, -0.5975, -0.5892, 0.9359, -0.5914, -0.7069, -0.1338, 0.3966, -0.7892, -0.4653, -0.4774, -0.5889, -0.5247, -1.1817, 0.4429, -0.5897, -0.1241, -0.5406, 0.0088, 0.5046, -0.7308, 0.4191, -0.6535, 0.0331, -0.5581, -1.1875, -0.0783, 0.1565, -0.7353, -0.5873, -0.1927, -0.4485, -0.5538, -0.6909, -0.0029, -0.8051, -1.0966, -0.7084, 0.2443, 0.2713, 0.3613, -0.0088, 0.3406, 0.4179, 0.2843, 0.3549, 0.3266, 0.1918, -0.1021, 0.3939, 0.3418, 0.2965, 0.3438, 0.3390, 0.3635, 0.4629, 0.3221, 0.4499, 0.2924, 0.4108, 0.3835, 0.4139, 0.2405, 0.1155, 0.3842, 0.2727, 0.2700, 0.3392, 0.3389, 0.2811, 0.3959, 0.4698, 0.1870, 0.4065, 0.5164, 0.2582, 0.3007, -0.1386, 0.3411, -0.3887, 0.6955, 0.3583]}

=====

{"formula": "C12H26N2O10V", "method": "ωB97M-V/def2-TZVPD", "total_charge": -2, "e_lumo_ev": [4.22, 4.22], "homo_ev": [1.58, 1.47], "gap_ev": [2.6, 2.7], "spin_multiplicity": 2, "species": ["V", "O", "O", "O", "O", "O", "O", "O", "O", "O", "O", "N", "N", "C", "C", "C", "C", "C", "C", "C", "C", "C", "C", "C", "C", "H", "H", "H", "H", "H", "H", "H", "H", "H", "H", "H", "H", "H", "H", "H", "H", "H", "H", "H", "H", "H", "H", "H", "H", "H", "H"], "xyz": [[-1.91, -0.91, -0.90], [0.65, 1.97, -0.70], [-3.28, -2.60, -1.38], [-1.86, 0.72, -1.22], [-4.10, -0.85, -1.35], [-3.68, -2.02, 1.97], [-2.04, -2.21, 1.01], [-4.99, -2.42, -0.58], [0.93, 1.87, 4.56], [-2.84, -0.46, 1.11], [-1.25, -1.11, -3.02], [0.37, -1.06, -0.73], [1.00, 0.85, 1.86], [2.36, -1.36, -2.04], [-1.91, -1.38, -4.27], [2.14, 1.35, 1.05], [0.37, 2.91, -1.75], [1.46, -0.03, 2.89], [-2.64, -1.46, 1.77], [1.79, 0.75, 4.26], [-4.35, -2.04, -1.54], [1.75, 2.45, 0.07], [0.88, -0.92, -2.06], [0.02, -1.70, -3.04], [-0.33, 1.48, 5.10], [-0.44, 2.51, -2.38], [0.82, -0.31, -0.21], [0.47, 1.61, 2.26], [2.61, 2.69, -0.56], [-1.44, -0.92, -5.14], [0.73, -0.79, 3.15], [2.34, -0.61, 2.60], [-0.15, 0.89, 5.99], [-0.01, 3.84, -1.32], [0.41, -1.68, -4.06], [3.02, -0.71, -1.46], [0.85, 0.08, -2.49], [2.76, -1.12, -3.03], [-0.89, 0.96, 4.32], [-2.06, -2.42, -4.54], [1.24, 3.01, -2.40], [2.96, 1.72, 1.66], [2.50, -2.43, -1.88], [2.80, 1.16, 4.18], [-0.93, 2.36, 5.36], [-0.08, -2.75, -2.80], [0.84, -1.90, -0.42], [-2.89, -0.93, -4.13], [1.57, 3.32, 0.69], [2.54, 0.55, 0.44], [1.91, 0.07, 5.10]], "mulliken_charge": [0.7127, 0.1333, -0.6555, -0.6550, -0.6105, -0.6288, -0.7167, -0.6058, -0.3689, -0.6582, 0.1339, 0.0469, 0.1235, -1.8104, -1.1225, -0.7586, -0.9994, -0.9981, 0.8177, -0.6342, 0.7164, -0.8602, 1.3990, -1.2538, -0.5839, 0.1780, -0.2397, 0.2354, 0.4363, 0.3848, 0.3369, 0.4256, 0.2841, 0.2788, 0.4453, 0.4051, -0.0464, 0.4812, 0.2533, 0.3672, 0.4059, 0.4792, 0.3724, 0.2981, 0.2192, 0.2861, 0.2547, 0.2749, 0.3849, 0.1768, 0.4590]}

=====

{"formula": "C36H43F5O3S3", "method": "ωB97M-V/def2-TZVPD", "total_charge": 0, "e_lumo_ev": 0.15, "homo_ev": -8.51, "gap_ev": 8.7, "species": ["S", "S", "S", "F", "F", "F", "F", "F", "O", "O", "O", "C", "C", "C", "C", "C", "C", "C", "C", "C", "C", "C", "C", "C", "C", "C", "C", "C", "C", "C", "C", "C", "C", "C", "C", "C", "C", "C", "C", "C", "C", "C", "C", "C", "C", "C", "C", "H", "H", "H", "H", "H", "H", "H", "H", "H", "H", "H", "H", "H", "H", "H", "H", "H", "H", "H", "H", "H", "H", "H", "H", "H", "H", "H", "H", "H", "H", "H", "H", "H", "H", "H", "H", "H", "H", "H", "H", "H", "H", "H"], "xyz": [[0.03, -5.50, 1.28], [-0.71, -0.69, -0.48], [3.81, -0.65, -4.15], [3.70, 4.06, 2.84], [-4.84, -2.77, 4.42], [0.99, -4.20, -4.09], [-1.61, 6.79, 1.85], [2.07, 1.71, -5.40], [4.77, 0.45, -4.50], [1.10, -4.47, 1.53], [-0.12, 0.66, -0.21], [0.62, -1.66, -1.23], [-2.33, 6.31, -0.30], [-1.61, 3.67, -0.09], [1.76, 2.29, -3.16], [1.31, 3.96, -4.87], [-4.21, -0.98, 2.87], [1.11, -6.97, 1.06], [-2.05, 4.14, -1.35], [-2.33, 5.53, -1.43], [1.69, 2.64, -4.51], [2.60, 3.82, 4.83], [0.90, 2.00, 3.64], [-1.99, -4.51, -1.94], [-0.64, -5.80, 2.96], [1.42, 3.19, -2.20], [1.51, 3.38, 5.54], [-1.07, -2.98, -4.05], [0.66, 2.42, 4.94], [1.95, 2.57, 2.92], [-1.84, 5.83, 0.89], [-2.71, -3.43, -2.36], [0.92, 4.88, -3.90], [-3.58, 0.23, 2.63], [-2.94, 0.35, 4.95], [-0.66, -1.52, 1.18], [-3.08, 0.93, 3.71], [-4.28, -1.55, 4.18], [2.81, 3.44, 3.55], [1.02, 4.46, -2.56], [4.16, -0.81, -2.32], [-0.22, -3.98, -3.53], [-3.65, -0.83, 5.19], [-2.21, -2.57, -3.32], [-0.66, -4.74, -2.49], [-1.54, 4.49, 1.08], [4.46, -2.30, -4.90], [0.69, 5.17, -1.81], [-2.15, 3.49, -2.21], [0.62, 5.89, -4.12], [-3.53, 0.58, 1.61], [5.05, -1.43, -2.20], [-3.65, -3.20, -1.87], [0.29, 1.21, 3.21], [0.31, -1.25, 1.61], [-3.64, -1.10, 6.23], [0.45, -2.74, -1.20], [1.28, 3.59, 6.57], [4.23, 0.18, -1.88], [5.46, -2.12, -5.30], [-4.44, -1.76, 2.15], [-0.78, -2.61, 1.19], [1.23, 4.13, -5.93], [-0.04, -5.59, -2.28], [-1.20, 4.03, 2.00], [-2.53, 7.37, -0.35], [3.27, -1.31, -1.94], [-2.65, 1.92, 3.63], [1.58, -1.55, -0.73], [-1.38, 2.61, 0.00], [-2.53, 0.94, 5.76], [-2.77, -1.69, -3.62], [4.57, -3.17, -4.25], [-2.64, 6.11, -2.29], [3.33, 4.44, 5.35], [3.88, -2.65, -5.76], [-0.63, -2.46, -4.88], [0.67, -1.32, -2.27], [2.16, -6.74, 1.26], [1.29, 2.82, -1.19], [0.17, -6.16, 3.60], [0.77, -7.72, 1.77], [2.28, 1.40, -2.84], [-2.31, -5.03, -1.06], [1.10, -7.38, 0.05], [-1.45, -1.06, 1.76], [-1.25, -4.96, 3.27], [-1.43, -6.55, 2.86], [2.00, 2.35, 1.86], [-0.18, 2.02, 5.49]], "mulliken_charge": [0.8419, 0.5311, 0.6993, -0.2952, -0.3091, -0.3420, -0.3333, -0.2463, -0.6424, -0.6872, -0.5936, -0.8888, -0.6194, 0.0108, 0.5448, -0.4123, -0.2196, -1.0532, -0.9550, -0.2125, 0.1181, -0.2809, -0.6337, -0.2930, -1.1151, -0.5586, -0.6351, -0.5587, -0.1233, -0.2586, 0.7172, -0.5371, -0.7992, -0.4187, -0.6583, -0.2289, -0.3853, 0.1699, 0.1850, -0.2157, -0.5459, 0.4371, -0.2558, -0.3960, -0.4890, -0.9672, -1.0876, 0.4645, 0.4602, 0.4293, 0.4869, 0.4237, 0.4329, 0.4029, 0.2970, 0.3432, 0.1409, 0.3670, 0.3416, 0.3766, 0.3935, -0.0039, 0.3946, 0.4508, 0.5578, 0.3600, -0.1185, 0.4538, 0.3946, 0.6595, 0.4055, 0.4719, 0.3286, 0.3682, 0.3851, 0.3364, 0.4291, 0.3289, 0.3281, 0.3318, 0.3351, 0.3362, -0.0739, 0.3971, 0.3206, -0.1469, 0.3375, 0.3744, 0.5453, 0.3487]}